Entry 1:
DFT (ωB97M-V/def2-TZVPD) results for 3 unconnected molecules or ions with the total composition C16H34NO8P at a distorted geometry.

XYZ file:
```
60
Properties=species:S:1:pos:R:3:forces:R:3
C 1.9130 -3.8422 2.3377 0.236 0.437 0.047
C 3.1032 -2.8842 2.2393 -0.600 -0.670 -0.651
O 2.6477 -1.5775 1.8687 -0.075 0.222 1.046
P 3.1190 -0.3283 2.8737 1.244 1.038 -0.837
C 1.6469 0.7063 3.2896 -0.247 -0.969 0.060
C 1.0108 1.4223 2.1082 0.312 -0.176 0.098
C 0.6295 0.5415 0.9359 -0.842 0.363 -0.015
C -0.4263 -0.5442 1.2427 0.930 1.061 -0.205
N -1.2124 -0.2642 2.4482 -0.475 -0.527 -0.411
C -1.5690 -1.3973 3.1538 -1.736 0.872 0.382
C -3.0192 -1.5228 3.6388 0.930 1.210 -0.455
O -0.7876 -2.2543 3.4160 1.454 -1.504 0.218
H 1.0134 -3.2483 2.3388 -0.353 0.068 0.169
H 1.9310 -4.4220 3.2493 -0.001 -0.235 0.196
H 1.8754 -4.5015 1.4833 0.007 -0.290 -0.193
H 3.7391 -3.2417 1.4405 0.436 0.109 -0.208
H 3.6956 -2.8845 3.1450 0.068 0.247 0.311
H 3.3592 -0.9754 4.1164 -0.573 -0.149 -0.016
H 0.9184 0.1229 3.8338 -0.390 -0.236 0.035
H 2.0054 1.4458 3.9945 0.420 0.189 0.239
H 1.6834 2.1936 1.7562 0.325 0.202 -0.194
H 0.1369 1.9479 2.4649 -0.369 0.159 0.177
H 0.1854 1.1908 0.1890 0.044 0.301 -0.284
H 1.5122 0.1236 0.4780 0.184 -0.356 -0.068
H 0.0826 -1.4832 1.3282 0.021 -0.515 0.426
H -1.0947 -0.5962 0.3938 -0.261 -0.190 -0.259
H -1.9971 0.3425 2.2649 -0.044 -0.025 -0.095
H -3.0529 -1.1042 4.6369 -0.167 -0.157 0.370
H -3.2903 -2.5608 3.6210 -0.182 -0.350 0.121
H -3.6585 -0.9152 3.0080 -0.386 -0.119 -0.104
C -5.0078 0.3596 -3.6171 0.129 0.199 0.144
C -5.5955 -0.5732 -2.5798 -0.148 -0.048 -0.452
O -4.9154 -0.4566 -1.3199 -0.019 0.007 0.165
C -5.2593 0.5931 -0.5765 0.033 -0.058 -0.137
O -6.0887 1.4227 -0.8458 0.098 -0.096 0.071
O -4.5132 0.5712 0.5367 -0.063 0.051 0.049
C -4.7381 1.6880 1.4019 0.119 0.122 0.162
H -3.9319 0.2026 -3.7044 -0.025 -0.099 -0.060
H -5.4698 0.1865 -4.5888 -0.006 -0.040 0.007
H -5.1669 1.4017 -3.3418 -0.090 -0.017 -0.002
H -5.4622 -1.6081 -2.8890 0.111 -0.035 0.182
H -6.6634 -0.4037 -2.4464 0.032 0.117 0.120
H -5.7930 1.8028 1.6382 -0.023 0.008 -0.096
H -4.3522 2.5990 0.9466 -0.116 0.024 -0.041
H -4.1857 1.4919 2.3185 0.018 -0.120 -0.046
C 5.0851 2.3278 -5.5492 0.080 -0.222 0.102
C 3.8409 2.7758 -4.8118 0.200 0.288 -0.250
O 3.1680 1.6711 -4.1925 -0.062 -0.029 0.094
C 3.7019 1.2461 -3.0443 -0.015 0.005 0.035
O 4.6588 1.7206 -2.4871 -0.093 -0.056 -0.077
O 2.9835 0.2067 -2.6156 -0.011 0.049 -0.033
C 3.4708 -0.3964 -1.4124 0.044 -0.161 0.183
H 4.8429 1.5334 -6.2564 -0.048 0.080 -0.067
H 5.5266 3.1627 -6.0933 -0.034 0.016 -0.007
H 5.8297 1.9361 -4.8571 -0.004 0.080 0.043
H 3.1238 3.1999 -5.5128 -0.135 -0.143 0.058
H 4.0689 3.5406 -4.0699 0.036 -0.116 0.109
H 3.6035 0.3437 -0.6264 0.107 0.039 -0.041
H 4.4102 -0.9126 -1.6061 0.063 0.110 0.032
H 2.7286 -1.1222 -1.0927 -0.088 0.035 -0.146
```
Forces are in eV/Å.

**Kohn-Sham gap**: 8.44 eV
**SMILES**: CCOPCCCCNC(C)=O.CCOC(=O)OC.CCOC(=O)OC
**ΔE to the lowest compared entry with this formula, charge and spin**: 0.0 kJ/mol

Entry 2:
DFT (ωB97M-V/def2-TZVPD) results for 5 unconnected molecules or ions with the total composition C16H34NO9S3 at a distorted geometry.

XYZ file:
```
63
Properties=species:S:1:pos:R:3:forces:R:3
N 0.5347 1.1226 -2.2693 0.125 9.838 -2.696
H 0.1027 0.5786 -2.8633 -2.420 -3.881 -4.562
H 1.5217 1.2886 -2.4063 0.428 0.476 -0.646
H 0.5287 0.6996 -1.4933 -0.444 -4.221 8.544
H -0.1113 2.0526 -2.1713 2.451 -2.619 -0.013
C 0.0757 -6.1864 -1.6443 -1.259 1.866 -3.853
C -0.3193 -5.0294 -0.7693 -1.773 -2.335 1.038
C 0.8387 -4.2794 -0.0663 -0.806 -0.495 -1.700
O 0.6257 -2.9244 -0.4653 -0.377 0.546 -0.281
C -0.4253 -2.7944 -1.3223 0.126 -0.607 -0.280
O -0.7373 -1.7574 -1.8633 0.321 -1.617 0.764
O -1.0213 -4.0364 -1.4963 0.221 2.138 0.097
H -0.7413 -6.6034 -2.3733 0.997 0.306 2.346
H 0.5927 -6.7874 -0.9943 0.927 -2.442 1.065
H 0.7467 -5.8444 -2.4143 0.941 0.262 -0.213
H -1.0203 -5.6754 -0.1063 0.575 2.290 -0.094
H 1.7667 -4.6554 -0.4953 0.262 0.277 0.179
H 0.8347 -4.3484 0.9937 -0.042 -0.044 0.855
C 1.9237 5.7556 1.2837 -1.232 -5.430 -6.343
C 2.3027 6.3016 -0.1483 2.231 0.294 0.760
C 2.1067 5.0466 -1.0833 4.362 1.757 1.469
S 2.4397 3.6296 -0.0313 3.124 -4.511 -3.741
O 3.7237 3.0116 -0.4713 -2.374 2.053 0.460
O 1.3487 2.6786 0.0147 -1.346 0.234 -0.796
C 2.5497 4.2606 1.4817 0.306 5.376 1.822
H 0.8787 5.6066 1.3807 -1.532 -0.327 -0.731
H 2.0227 6.2866 2.0477 2.229 4.937 6.301
H 3.4987 6.4246 -0.1203 -2.717 0.469 -0.096
H 1.7297 7.3126 -0.4703 1.486 -2.620 0.718
H 2.7907 5.0576 -1.9593 0.179 -0.311 0.974
H 1.2427 5.1796 -1.5303 -5.004 -0.481 -1.523
H 3.5447 4.4656 1.7907 1.267 -0.235 -0.242
H 2.1327 3.7216 2.2827 -1.041 -0.930 0.435
C 2.0227 -1.8924 2.8367 2.967 2.386 4.462
C 1.1257 -0.5784 3.0247 -1.335 -1.257 0.027
C 1.0767 0.1316 1.6577 -2.185 1.022 0.616
S 2.7047 -0.0704 1.0177 0.090 -0.291 -0.267
O 3.4647 1.0046 1.5517 1.010 0.643 1.057
O 2.7237 -0.2444 -0.4043 -0.525 -0.178 -1.165
C 3.1807 -1.6394 1.8207 -2.772 -0.706 -1.084
H 1.5527 -2.7854 2.4807 -0.880 -0.245 0.587
H 2.5687 -1.9834 4.0407 -1.812 -0.510 -3.750
H 1.4947 0.2056 3.6877 0.604 -0.754 0.453
H 0.1157 -0.9294 3.5017 1.592 0.902 -1.314
H 0.7727 1.2986 1.7457 0.898 -3.030 -0.526
H 0.4027 -0.4364 0.9987 0.013 0.492 -0.069
H 4.1377 -1.4194 2.2257 0.865 -0.338 0.249
H 3.0537 -2.5164 1.0827 1.120 1.756 0.791
C -5.7153 -0.2274 -1.4343 4.964 -1.343 6.580
C -5.0623 -1.6594 -1.2283 -1.926 2.036 3.971
C -3.9603 -1.5454 -0.0983 -2.040 -1.394 -0.973
S -3.5403 0.1786 0.0637 -1.990 -1.710 -0.954
O -2.1853 0.3786 -0.2743 2.529 0.594 -0.039
O -4.1613 0.6056 1.2497 -0.163 1.024 2.608
C -4.5443 0.8756 -1.1933 -2.169 -2.453 0.631
H -6.4693 -0.1584 -0.7233 -1.172 0.523 1.818
H -6.1663 0.0106 -2.2293 -3.000 1.054 -6.838
H -4.6263 -1.9234 -2.0593 2.665 -1.293 -4.596
H -5.7133 -2.5294 -1.0033 -0.243 1.047 0.088
H -3.2123 -2.1964 -0.4133 2.270 -0.196 -1.132
H -4.2393 -2.2024 0.7377 -0.543 1.602 0.782
H -4.0173 0.8336 -2.0843 1.228 0.594 -1.733
H -4.8153 1.8586 -0.8223 -0.251 0.010 -0.294
```
Forces are in eV/Å.

**Charge**: +1
**Kohn-Sham gap**: 9.87 eV
**ΔE to the lowest compared entry with this formula, charge and spin**: 158.5 kJ/mol